{
  "formula": "C2H7S",
  "method": "the ωB97M-V functional and the def2-TZVPD basis",
  "species": ["S", "H", "C", "C", "H", "H", "H", "H", "H", "H"],
  "positions_angstrom": [[-3.48, 2.08, -2.37], [-2.68, 2.44, -1.36], [0.55, -1.02, 1.04], [1.02, -0.11, -0.07], [-0.17, -0.54, 1.69], [1.38, -1.34, 1.68], [0.09, -1.90, 0.58], [0.16, 0.24, -0.66], [1.54, 0.79, 0.27], [1.61, -0.65, -0.81]],
  "total_charge": -1,
  "homo_lumo_gap_ev": 5.860,
  "homo_energy_ev": -2.3044
}



{
  "formula": "C5H11NO2",
  "method": "the ωB97M-V functional and the def2-TZVPD basis",
  "species": ["O", "C", "N", "C", "O", "C", "C", "C", "H", "H", "H", "H", "H", "H", "H", "H", "H", "H", "H"],
  "positions_angstrom": [[1.55, 1.20, 0.71], [0.85, 0.20, 0.43], [1.27, -0.85, -0.22], [0.55, -2.11, -0.32], [-0.40, -2.11, -1.37], [-0.57, 0.33, 1.01], [-1.32, 1.66, 0.82], [-1.62, 1.92, -0.67], [2.22, -0.81, -0.57], [1.26, -2.86, -0.67], [0.02, -2.38, 0.58], [-0.54, -1.24, -1.76], [-1.10, -0.56, 0.65], [-0.42, 0.32, 2.09], [-0.71, 2.48, 1.16], [-2.24, 1.47, 1.36], [-0.95, 2.69, -1.06], [-2.58, 2.40, -0.88], [-1.54, 1.09, -1.38]],
  "total_charge": 1,
  "homo_lumo_gap_ev": [11.160, 6.491],
  "spin_multiplicity": 2,
  "homo_energy_ev": [-15.3705, -15.3709]
}



{
  "formula": "C3H6FNO2",
  "method": "the ωB97M-V functional and the def2-TZVPD basis",
  "species": ["C", "C", "C", "N", "O", "O", "F", "H", "H", "H", "H", "H", "H"],
  "positions_angstrom": [[-1.20, 0.47, 0.14], [-2.17, -0.64, -0.08], [2.36, 0.57, -0.09], [0.13, 0.10, -0.03], [-1.44, 1.64, 0.26], [1.11, 0.66, 0.59], [0.42, -1.72, 0.31], [-2.27, -1.22, 0.83], [-1.81, -1.30, -0.86], [-3.14, -0.22, -0.34], [2.22, 0.19, -1.10], [3.00, -0.11, 0.48], [2.80, 1.57, -0.10]],
  "homo_lumo_gap_ev": 9.251,
  "homo_energy_ev": -10.5759
}



{
  "formula": "C4H10N4O",
  "method": "the ωB97M-V functional and the def2-TZVPD basis",
  "species": ["C", "C", "C", "C", "H", "H", "H", "H", "H", "H", "H", "H", "H", "H", "N", "N", "N", "N", "O"],
  "positions_angstrom": [[-2.91, -0.93, -0.31], [-2.07, 0.41, 0.00], [0.37, 1.03, -0.09], [2.26, -0.62, -0.13], [-2.53, -1.83, 0.34], [-2.68, -1.11, -1.35], [-4.05, -0.77, -0.22], [-2.03, 0.90, -1.03], [-2.37, 0.95, 0.91], [0.18, -1.86, 0.76], [1.12, -0.32, 1.56], [2.09, 1.54, 0.46], [3.20, -0.78, 0.48], [0.96, -1.34, -1.18], [-0.56, -0.04, 0.16], [-0.06, -0.81, 1.21], [1.56, 0.59, 0.18], [1.81, -1.53, -0.85], [0.12, 2.23, -0.31]],
  "homo_lumo_gap_ev": 9.288,
  "homo_energy_ev": -8.7461
}



{
  "formula": "C11H58NO17",
  "method": "the ωB97M-V functional and the def2-TZVPD basis",
  "species": ["C", "C", "C", "C", "N", "C", "C", "C", "C", "C", "C", "C", "H", "H", "H", "H", "H", "H", "H", "H", "H", "H", "H", "H", "H", "H", "H", "H", "H", "H", "H", "H", "H", "H", "H", "H", "O", "H", "H", "O", "H", "H", "O", "H", "H", "O", "H", "H", "O", "H", "H", "O", "H", "H", "O", "H", "H", "O", "H", "H", "O", "H", "H", "O", "H", "H", "O", "H", "H", "O", "H", "H", "O", "H", "H", "O", "H", "H", "O", "H", "H", "O", "H", "H", "O", "H", "H"],
  "positions_angstrom": [[3.48, 1.93, 1.29], [3.05, 1.83, -0.06], [2.09, 0.51, -0.17], [0.60, 0.86, -0.09], [-0.35, -0.26, -0.12], [-0.26, -0.77, -1.52], [-1.49, -1.65, -1.76], [-2.49, -0.51, -1.29], [-1.73, 0.19, -0.17], [-0.04, -1.25, 0.90], [0.17, -0.76, 2.36], [0.19, -1.83, 3.40], [4.36, 2.69, 1.19], [3.88, 0.99, 1.59], [2.79, 2.33, 1.85], [4.07, 1.48, -0.64], [2.66, 2.79, -0.30], [2.45, -0.39, 0.50], [2.38, -0.02, -1.25], [0.12, 1.59, -0.83], [0.47, 1.57, 0.68], [0.68, -1.31, -1.64], [-0.33, -0.10, -2.39], [-1.68, -2.61, -1.22], [-1.58, -1.83, -2.79], [-3.44, -0.96, -1.02], [-2.80, 0.24, -2.06], [-2.20, -0.08, 0.90], [-1.81, 1.36, -0.26], [0.92, -1.60, 0.60], [-0.73, -2.06, 0.98], [-0.70, -0.27, 2.59], [0.89, 0.05, 2.56], [-0.77, -2.17, 3.68], [0.53, -1.36, 4.34], [1.06, -2.63, 3.31], [-0.40, 3.11, 1.84], [-1.22, 3.06, 2.29], [-0.23, 4.01, 1.44], [-0.60, -0.05, -4.95], [-0.86, 0.23, -5.89], [-0.49, -1.03, -5.06], [-3.22, 0.81, -5.21], [-2.50, 0.25, -4.74], [-3.05, 1.63, -5.62], [-3.69, 2.74, 0.57], [-3.01, 2.69, -0.01], [-4.18, 1.81, 0.55], [6.46, 0.36, 0.02], [6.38, 0.38, 0.97], [6.01, 1.31, 0.13], [-1.07, -4.88, -4.36], [-0.59, -4.04, -4.53], [-0.35, -5.52, -4.34], [-5.44, -1.16, -1.87], [-5.55, -0.74, -1.10], [-5.64, -0.62, -2.54], [-3.35, -3.81, 0.91], [-2.66, -4.39, 1.02], [-3.69, -4.46, 0.13], [0.59, 1.74, -3.23], [0.08, 1.11, -3.90], [1.42, 1.64, -3.65], [6.71, 2.81, 2.99], [6.45, 1.94, 3.08], [6.60, 3.12, 3.75], [-5.46, 0.64, 0.37], [-5.59, 0.17, 1.21], [-6.05, 1.41, 0.58], [0.65, 2.50, 3.87], [1.54, 2.78, 3.97], [0.37, 2.89, 3.02], [-3.26, -2.04, 2.90], [-3.06, -2.65, 2.31], [-3.36, -2.21, 3.89], [2.95, -3.27, 0.28], [3.21, -4.07, 0.74], [3.70, -3.20, -0.13], [3.07, 3.59, 4.10], [3.77, 2.86, 4.41], [3.59, 4.39, 3.95], [-1.21, 3.10, -1.58], [-0.79, 3.10, -2.48], [-0.77, 3.79, -1.26], [0.84, -4.53, -0.98], [1.57, -4.01, -0.58], [0.93, -5.26, -0.45]],
  "total_charge": 1,
  "homo_lumo_gap_ev": 9.594,
  "homo_energy_ev": -12.0842
}



{
  "formula": "C5H10NO3",
  "method": "the ωB97M-V functional and the def2-TZVPD basis",
  "species": ["C", "C", "O", "O", "H", "H", "H", "C", "C", "C", "O", "N", "H", "H", "H", "H", "H", "H", "H"],
  "positions_angstrom": [[1.36, -0.08, -2.90], [1.94, -0.38, -1.49], [1.53, 0.39, -0.56], [2.84, -1.23, -1.41], [2.20, -0.24, -3.58], [0.93, 0.91, -2.98], [0.53, -0.75, -3.15], [-1.58, -0.34, 1.71], [-0.19, -1.03, 1.82], [-1.59, 1.13, 1.33], [-2.39, 1.90, 1.86], [-0.81, 1.47, 0.29], [-2.15, -0.88, 0.94], [-2.14, -0.47, 2.63], [-0.05, -1.37, 2.85], [0.62, -0.39, 1.50], [-0.87, 2.44, 0.03], [-0.07, 0.83, -0.07], [-0.11, -1.89, 1.16]],
  "total_charge": -1,
  "homo_lumo_gap_ev": 8.545,
  "homo_energy_ev": -4.7705
}



{
  "formula": "C7H10S",
  "method": "the ωB97M-V functional and the def2-TZVPD basis",
  "species": ["C", "C", "C", "C", "C", "C", "C", "H", "H", "H", "H", "H", "H", "H", "H", "H", "H", "S"],
  "positions_angstrom": [[0.31, -1.66, 0.49], [1.38, -0.91, -0.43], [1.31, 0.64, -0.13], [0.64, 1.34, 1.07], [-0.05, 1.44, -0.21], [-1.27, 0.62, -0.26], [-1.90, -0.39, -0.94], [-0.22, -2.74, 0.07], [-0.55, -0.72, 0.79], [0.91, -1.70, 1.33], [1.93, 1.26, -0.59], [1.11, 2.28, 1.52], [0.19, 0.65, 1.83], [0.13, 2.33, -0.97], [-1.90, 0.64, 0.57], [-1.52, -0.99, -2.00], [-2.93, -0.63, -0.70], [2.44, -1.45, -1.47]],
  "smiles": "C=C[C@H]1C[C@H]1C(C)=S",
  "homo_lumo_gap_ev": 8.582,
  "homo_energy_ev": -8.3989
}



{
  "formula": "C23H52B2F20N5O9P",
  "method": "the ωB97M-V functional and the def2-TZVPD basis",
  "species": ["C", "C", "O", "N", "H", "H", "C", "H", "H", "H", "H", "H", "H", "C", "C", "O", "N", "H", "H", "C", "H", "H", "H", "H", "H", "H", "C", "C", "O", "N", "H", "H", "C", "H", "H", "H", "H", "H", "H", "C", "C", "O", "N", "H", "H", "C", "H", "H", "H", "H", "H", "H", "C", "C", "O", "N", "H", "H", "C", "H", "H", "H", "H", "H", "H", "C", "O", "O", "C", "F", "F", "F", "C", "C", "H", "H", "H", "H", "H", "H", "C", "O", "O", "C", "F", "F", "F", "C", "C", "H", "H", "H", "H", "H", "H", "P", "F", "F", "F", "F", "F", "F", "B", "F", "F", "F", "F", "B", "F", "F", "F", "F"],
  "positions_angstrom": [[1.17, -0.71, -7.25], [-0.27, -0.71, -7.59], [-0.70, -0.15, -8.60], [-1.21, -1.36, -6.60], [-0.93, -2.32, -6.50], [-1.03, -1.03, -5.66], [-2.70, -1.33, -6.98], [1.69, -0.43, -8.17], [1.56, -1.71, -7.05], [1.42, 0.06, -6.51], [-3.07, -0.32, -6.86], [-3.15, -2.04, -6.29], [-2.84, -1.63, -8.03], [7.50, 0.86, 9.01], [7.35, 0.84, 7.45], [7.91, 1.67, 6.77], [6.67, -0.38, 6.71], [7.22, -0.54, 5.88], [6.76, -1.19, 7.29], [5.21, -0.15, 6.39], [6.51, 0.90, 9.46], [8.13, 1.74, 9.17], [8.16, 0.03, 9.25], [4.99, 0.68, 5.72], [4.70, 0.09, 7.33], [4.69, -1.04, 6.02], [1.83, 6.37, -0.59], [3.14, 5.72, -1.10], [3.53, 5.82, -2.28], [3.76, 4.64, -0.18], [3.46, 4.83, 0.76], [3.43, 3.70, -0.32], [5.32, 4.74, -0.12], [2.06, 6.96, 0.29], [1.18, 5.55, -0.29], [1.28, 6.99, -1.30], [5.79, 4.67, -1.10], [5.36, 3.83, 0.48], [5.58, 5.72, 0.29], [5.15, -8.29, -5.22], [5.48, -7.09, -4.36], [5.92, -6.09, -4.88], [5.14, -7.20, -2.92], [5.31, -8.15, -2.61], [5.78, -6.60, -2.41], [3.66, -6.77, -2.73], [4.35, -8.94, -4.87], [5.99, -8.97, -5.39], [4.81, -7.91, -6.18], [3.37, -6.69, -1.68], [3.00, -7.47, -3.24], [3.54, -5.81, -3.23], [-4.75, 1.36, 8.03], [-3.70, 0.86, 7.17], [-2.83, 0.09, 7.54], [-3.58, 1.52, 5.79], [-4.08, 2.40, 5.86], [-2.62, 1.74, 5.58], [-4.25, 0.81, 4.60], [-4.88, 0.69, 8.88], [-5.67, 1.33, 7.45], [-4.51, 2.39, 8.30], [-4.35, 1.60, 3.87], [-5.28, 0.55, 4.86], [-3.70, -0.07, 4.27], [-3.13, -10.69, 2.53], [-3.14, -9.53, 3.40], [-4.24, -11.47, 3.00], [-3.09, -10.29, 0.99], [-3.57, -11.09, 0.13], [-3.80, -9.18, 0.80], [-1.85, -10.01, 0.55], [-2.02, -8.64, 3.22], [-1.87, -7.72, 4.47], [-2.32, -6.73, 4.40], [-2.32, -8.11, 5.38], [-0.83, -7.55, 4.74], [-2.20, -8.10, 2.29], [-1.01, -8.99, 3.01], [-2.20, -11.22, 2.73], [-3.28, 10.53, -5.67], [-2.98, 9.21, -5.56], [-4.67, 10.54, -5.83], [-2.62, 11.30, -4.49], [-2.82, 12.63, -4.62], [-3.09, 10.92, -3.28], [-1.29, 11.16, -4.38], [-1.92, 8.70, -6.37], [-2.07, 7.20, -6.08], [-2.00, 7.00, -5.01], [-2.99, 6.80, -6.50], [-1.23, 6.64, -6.49], [-0.94, 9.04, -6.03], [-2.06, 8.79, -7.45], [-2.94, 10.91, -6.63], [-9.20, -1.17, -1.88], [-9.17, -0.74, -0.32], [-10.02, 0.24, -2.13], [-7.78, -0.40, -2.05], [-9.38, -1.52, -3.50], [-8.46, -2.63, -1.57], [-10.60, -1.93, -1.55], [0.22, -0.32, -0.59], [-0.84, 0.46, -0.98], [0.51, 0.12, 0.69], [-0.16, -1.63, -0.46], [1.37, -0.16, -1.34], [1.86, 5.79, 5.42], [1.43, 5.43, 6.66], [3.21, 5.52, 5.30], [1.10, 5.13, 4.45], [1.66, 7.11, 5.27]],
  "homo_lumo_gap_ev": 0.715,
  "homo_energy_ev": -4.1174
}